{
  "formula": "C25H52O16P3S",
  "method": "ωB97M-V/def2-TZVPD",
  "species": ["O", "S", "O", "O", "C", "O", "C", "C", "C", "C", "C", "C", "H", "H", "H", "H", "H", "H", "H", "O", "P", "O", "C", "C", "O", "C", "C", "O", "C", "C", "H", "H", "H", "H", "H", "H", "H", "H", "H", "H", "H", "H", "H", "H", "H", "O", "P", "O", "C", "C", "O", "C", "C", "O", "C", "C", "H", "H", "H", "H", "H", "H", "H", "H", "H", "H", "H", "H", "H", "H", "H", "O", "P", "O", "C", "C", "O", "C", "C", "O", "C", "C", "H", "H", "H", "H", "H", "H", "H", "H", "H", "H", "H", "H", "H", "H", "H"],
  "positions_angstrom": [[-2.095, 1.856, 4.957], [-2.277, 2.042, 3.500], [-1.098, 2.689, 2.866], [-3.458, 3.042, 3.291], [-2.798, 0.503, 2.636], [-1.727, -0.392, 2.260], [-0.897, -0.626, 3.379], [-1.397, -1.368, 4.525], [-0.516, -1.552, 5.673], [0.821, -0.981, 5.613], [1.333, -0.232, 4.469], [0.450, -0.055, 3.326], [-3.404, 0.720, 1.715], [-3.472, -0.053, 3.344], [-2.439, -1.762, 4.527], [-0.926, -2.103, 6.548], [1.523, -1.089, 6.480], [2.344, 0.228, 4.426], [0.741, 0.520, 2.418], [1.818, 1.759, -2.748], [0.382, 1.294, -2.844], [0.177, 0.756, -1.311], [0.005, 1.727, -0.271], [-1.415, 2.250, -0.235], [0.687, -0.164, -3.572], [1.806, -0.320, -4.437], [2.937, -1.021, -3.712], [-1.258, 0.991, -3.141], [-1.821, 1.605, -4.309], [-1.408, 0.890, -5.584], [0.719, 2.547, -0.395], [0.232, 1.230, 0.669], [-1.633, 2.839, -1.133], [-1.572, 2.884, 0.638], [-2.130, 1.426, -0.209], [2.128, 0.641, -4.843], [1.482, -0.932, -5.283], [3.219, -0.491, -2.801], [3.818, -1.105, -4.354], [2.629, -2.025, -3.409], [-1.536, 2.660, -4.346], [-2.907, 1.559, -4.201], [-0.353, 1.067, -5.804], [-1.990, 1.248, -6.437], [-1.544, -0.188, -5.489], [-3.081, -2.141, -7.908], [-4.548, -2.463, -8.142], [-4.814, -3.029, -6.614], [-4.961, -2.082, -5.559], [-6.361, -1.493, -5.538], [-4.299, -3.931, -8.868], [-3.164, -4.142, -9.703], [-2.091, -4.903, -8.951], [-6.205, -2.742, -8.392], [-6.792, -2.126, -9.551], [-6.426, -2.857, -10.830], [-4.207, -1.294, -5.646], [-4.776, -2.616, -4.625], [-6.534, -0.871, -6.421], [-6.507, -0.874, -4.651], [-7.113, -2.283, -5.548], [-2.782, -3.198, -10.097], [-3.496, -4.734, -10.561], [-1.807, -4.392, -8.031], [-1.199, -5.030, -9.569], [-2.459, -5.891, -8.662], [-6.491, -1.076, -9.604], [-7.874, -2.154, -9.412], [-5.374, -2.700, -11.082], [-7.026, -2.495, -11.668], [-6.577, -3.932, -10.721], [4.955, 0.162, 8.978], [5.178, 1.634, 8.716], [4.002, 1.880, 7.598], [2.648, 1.956, 8.046], [2.338, 3.329, 8.615], [6.460, 1.467, 7.681], [7.358, 0.370, 7.812], [7.041, -0.696, 6.782], [5.501, 3.296, 8.699], [6.281, 3.808, 9.791], [7.754, 3.470, 9.645], [2.445, 1.173, 8.782], [2.013, 1.770, 7.179], [2.892, 3.500, 9.543], [1.273, 3.426, 8.830], [2.632, 4.113, 7.915], [7.339, -0.037, 8.826], [8.368, 0.753, 7.641], [6.006, -1.029, 6.855], [7.696, -1.561, 6.904], [7.173, -0.298, 5.773], [5.887, 3.427, 10.738], [6.155, 4.892, 9.792], [7.928, 2.404, 9.811], [8.352, 4.022, 10.374], [8.110, 3.705, 8.641]],
  "forces_ev_per_a": [[-0.041, -1.403, -1.670], [-1.917, 6.840, 1.192], [-0.530, -2.178, 0.000], [1.990, -3.559, -0.103], [-0.749, -1.125, -0.112], [0.250, 0.595, 1.274], [1.261, -0.165, 0.993], [2.063, 0.759, -0.049], [0.323, 1.225, -2.247], [-0.120, 0.276, -0.543], [-2.692, -0.892, -0.564], [-0.851, -1.201, 1.658], [0.917, 0.167, 0.921], [0.498, 0.797, -0.406], [1.029, 0.398, -0.023], [0.703, 0.554, -0.679], [-0.883, -0.004, -0.789], [-0.856, -0.542, 0.333], [-0.275, -0.557, 1.062], [-1.935, 3.288, -1.596], [1.618, -8.082, 3.623], [-0.128, 0.745, -0.738], [-0.347, 0.205, 0.407], [-0.136, 0.270, -0.180], [-0.330, 0.679, -0.834], [0.253, -0.212, 0.141], [0.106, -0.105, 0.131], [1.021, 3.451, -0.732], [-0.330, -0.207, -0.404], [0.224, 0.022, -0.081], [0.069, -0.061, -0.008], [-0.019, -0.060, -0.156], [-0.009, 0.006, -0.020], [0.077, -0.104, 0.023], [0.104, -0.017, 0.038], [0.065, -0.017, 0.140], [-0.136, -0.003, 0.060], [-0.037, 0.148, -0.109], [-0.027, -0.019, -0.005], [-0.011, 0.033, -0.094], [-0.161, 0.023, -0.044], [0.075, 0.002, 0.186], [-0.027, -0.039, -0.045], [-0.021, 0.011, 0.068], [-0.063, 0.064, 0.020], [-1.393, 3.762, -1.947], [1.316, -8.759, 4.083], [-0.264, 0.753, 0.011], [-0.219, -0.017, 0.209], [-0.058, 0.121, -0.069], [-0.347, 0.893, -1.096], [0.339, -0.252, 0.100], [0.067, -0.105, 0.153], [0.836, 3.650, -1.090], [-0.386, -0.235, -0.437], [0.219, 0.035, -0.106], [0.065, -0.039, 0.038], [0.083, -0.061, -0.115], [-0.033, 0.048, 0.063], [0.034, -0.010, -0.028], [0.079, 0.006, 0.051], [0.053, -0.018, 0.145], [-0.144, 0.020, 0.060], [-0.011, 0.142, -0.113], [-0.038, -0.011, -0.002], [-0.002, 0.033, -0.101], [-0.159, 0.019, -0.041], [0.085, -0.003, 0.176], [-0.030, -0.040, -0.046], [-0.010, 0.022, 0.073], [-0.055, 0.072, 0.046], [-0.101, 1.663, 3.800], [0.442, -0.979, -8.920], [0.201, 0.150, 0.974], [-0.436, 0.249, -0.097], [0.050, 0.058, 0.167], [0.397, 0.322, 1.041], [-0.005, -0.301, -0.286], [-0.074, -0.075, -0.157], [-0.842, -1.332, 3.340], [0.452, 0.373, 0.019], [0.089, -0.231, 0.055], [0.028, -0.059, -0.052], [0.155, -0.066, -0.025], [-0.066, 0.023, 0.024], [0.031, -0.038, -0.035], [-0.068, -0.087, -0.028], [-0.119, -0.053, -0.077], [-0.066, 0.144, -0.016], [0.039, 0.015, 0.177], [0.007, 0.033, -0.011], [0.070, 0.002, 0.071], [0.030, 0.143, 0.048], [-0.159, -0.082, -0.090], [0.052, 0.034, -0.014], [-0.077, 0.014, -0.009], [-0.075, 0.051, 0.047]],
  "mulliken_charge": [-0.6647, 1.2276, -0.6616, -0.7804, -0.5749, -0.4188, 0.0563, -0.1371, -0.5814, -0.2713, -0.8531, 0.2512, 0.3343, 0.4069, 0.3137, 0.3206, 0.3653, 0.4152, 0.0480, -0.7810, 1.1148, -0.3241, 0.9536, -1.0087, -0.3436, -0.3391, -1.2759, -0.2491, -0.4400, -1.0331, 0.3003, -0.6271, 0.3874, 0.4280, 0.0431, 0.3984, 0.3724, 0.3051, 0.3745, 0.2965, 0.3153, 0.3755, 0.3138, 0.4130, 0.2346, -0.6915, 1.1169, -0.4030, -0.0963, -1.0573, -0.3369, -0.3340, -1.2262, -0.2371, -0.3763, -0.9546, 0.1017, 0.3395, 0.2111, 0.4380, 0.2480, 0.3809, 0.3835, 0.2805, 0.3741, 0.2996, 0.3174, 0.3467, 0.2129, 0.4126, 0.2500, -0.7456, 1.1477, -0.3388, -0.1470, -1.1183, -0.3358, -0.3495, -1.2401, -0.2439, -0.3918, -0.9603, 0.2666, 0.2414, 0.2573, 0.4210, 0.2537, 0.3918, 0.3773, 0.2998, 0.3758, 0.2919, 0.3201, 0.3478, 0.2163, 0.4116, 0.2508],
  "total_charge": -1,
  "lumo_energy_ev": -0.569,
  "gap_ev": 4.27,
  "largest_force_ev_per_a": 9.8,
  "homo_ev": -4.836,
  "energy_ev": -98228.3138
}